(1)
{
  "formula": "C35H54N3O6PS2SiV",
  "method": "ωB97M-V with the def2-TZVPD basis set",
  "species": ["V", "O", "S", "O", "O", "C", "C", "C", "C", "C", "C", "P", "C", "C", "C", "C", "C", "C", "C", "C", "C", "C", "C", "C", "H", "H", "H", "H", "H", "H", "H", "H", "H", "H", "H", "H", "H", "H", "C", "N", "C", "C", "N", "N", "C", "C", "H", "H", "H", "H", "H", "H", "H", "H", "H", "H", "H", "H", "H", "C", "C", "C", "C", "O", "Si", "S", "O", "C", "C", "C", "C", "O", "C", "C", "C", "C", "H", "H", "H", "H", "H", "H", "H", "H", "H", "H", "H", "H", "H", "H", "H", "H", "H", "H", "H", "H", "H", "H", "H", "H", "H", "H", "H"],
  "coordinates": [[-0.467, -13.135, -12.515], [-0.830, -11.651, -11.267], [-0.228, -12.269, -10.050], [-0.988, -12.017, -8.909], [-0.051, -13.668, -10.542], [1.423, -11.653, -9.965], [1.600, -10.746, -8.956], [2.837, -10.147, -8.861], [3.828, -10.400, -9.792], [3.628, -11.282, -10.869], [2.404, -11.951, -10.946], [2.007, -13.137, -12.299], [2.937, -12.454, -13.682], [3.779, -13.241, -14.457], [4.312, -12.720, -15.600], [3.994, -11.458, -16.030], [3.199, -10.620, -15.248], [2.672, -11.133, -14.066], [2.722, -14.718, -11.856], [2.598, -15.795, -12.746], [3.207, -16.995, -12.451], [3.968, -17.143, -11.288], [3.988, -16.121, -10.355], [3.384, -14.898, -10.637], [0.792, -10.512, -8.258], [2.983, -9.428, -8.053], [4.751, -9.834, -9.713], [4.386, -11.463, -11.646], [4.007, -14.253, -14.138], [4.952, -13.367, -16.199], [4.372, -11.129, -16.995], [2.981, -9.612, -15.562], [2.019, -10.498, -13.461], [2.007, -15.751, -13.641], [3.156, -17.788, -13.210], [4.499, -18.079, -11.110], [4.505, -16.203, -9.412], [3.426, -14.082, -9.947], [-2.096, -13.017, -16.941], [-1.086, -12.633, -15.998], [0.172, -13.393, -16.055], [-1.313, -11.644, -15.096], [-0.717, -11.690, -13.908], [-2.197, -10.658, -15.380], [-2.199, -9.979, -16.695], [-2.893, -9.973, -14.301], [-2.010, -14.112, -17.026], [-1.932, -12.598, -17.939], [-3.076, -12.738, -16.592], [0.541, -13.320, -17.086], [0.006, -14.447, -15.825], [0.886, -12.952, -15.383], [-0.976, -10.883, -13.360], [-1.533, -10.496, -17.345], [-1.840, -8.974, -16.523], [-3.210, -9.941, -17.100], [-2.298, -9.167, -13.919], [-3.159, -10.682, -13.514], [-3.829, -9.588, -14.668], [0.230, -17.367, -9.991], [-0.504, -18.487, -10.751], [0.444, -19.634, -11.066], [-1.738, -18.928, -9.949], [-0.985, -17.976, -12.044], [-2.126, -16.938, -12.441], [-0.705, -15.086, -13.264], [-2.993, -16.249, -11.325], [-4.207, -15.397, -11.332], [-4.453, -15.093, -9.863], [-3.920, -14.122, -12.131], [-5.359, -16.228, -11.897], [-2.860, -17.226, -13.831], [-2.639, -18.134, -14.957], [-1.272, -17.889, -15.616], [-3.772, -17.796, -15.933], [-2.710, -19.514, -14.381], [0.568, -17.779, -9.034], [-0.372, -16.508, -9.759], [1.104, -17.011, -10.542], [0.930, -20.007, -10.167], [1.223, -19.290, -11.756], [-0.089, -20.456, -11.566], [-1.470, -19.462, -9.045], [-2.352, -19.581, -10.582], [-2.355, -18.048, -9.719], [-3.617, -14.589, -9.386], [-4.605, -16.023, -9.285], [-5.349, -14.496, -9.703], [-3.067, -13.606, -11.729], [-4.776, -13.419, -12.087], [-3.703, -14.329, -13.198], [-5.448, -17.195, -11.373], [-5.293, -16.366, -12.978], [-6.293, -15.680, -11.744], [-1.179, -16.922, -16.117], [-1.067, -18.631, -16.401], [-0.416, -17.952, -14.903], [-3.709, -16.765, -16.286], [-4.732, -17.918, -15.475], [-3.683, -18.468, -16.804], [-1.863, -19.701, -13.719], [-2.745, -20.271, -15.160], [-3.608, -19.593, -13.767]],
  "lowdin_spin": [1.349, -0.001, 0.002, 0.000, 0.018, 0.000, 0.000, 0.000, 0.000, -0.002, -0.004, -0.030, -0.003, -0.003, 0.000, -0.003, 0.000, -0.003, -0.003, -0.005, -0.001, -0.002, -0.001, -0.002, 0.000, 0.000, 0.000, 0.000, 0.000, 0.000, 0.000, 0.000, 0.000, -0.003, 0.000, 0.000, 0.000, 0.000, 0.001, 0.008, 0.000, 0.008, 0.009, 0.002, 0.000, 0.000, 0.000, 0.000, 0.000, 0.000, -0.002, 0.001, 0.001, 0.000, 0.000, 0.000, 0.000, 0.000, 0.000, -0.001, 0.000, 0.000, 0.000, -0.005, -0.013, -0.295, -0.004, 0.000, 0.000, 0.000, 0.000, -0.008, 0.000, -0.001, 0.000, 0.000, 0.000, 0.000, 0.000, 0.000, 0.000, 0.000, 0.000, 0.000, 0.000, 0.000, 0.000, 0.000, 0.001, 0.000, -0.002, 0.000, 0.000, 0.000, 0.000, 0.000, 0.000, 0.000, 0.000, 0.000, 0.000, 0.000, 0.000],
  "multiplicity": 2,
  "homo_ev": [-14.27, -14.20],
  "total_energy_ha": -4352.74339,
  "homo_lumo_gap_ha": [0.260, 0.295],
  "total_charge": 2
}

(2)
{
  "formula": "C20H22AlBeBr3Cl6F9N4O2S",
  "method": "ωB97M-V with the def2-TZVPD basis set",
  "species": ["C", "C", "C", "O", "C", "C", "C", "C", "N", "C", "C", "C", "C", "C", "N", "C", "N", "S", "N", "C", "H", "H", "H", "H", "H", "H", "H", "H", "H", "H", "H", "H", "H", "H", "H", "H", "H", "H", "Be", "F", "C", "C", "C", "F", "F", "F", "F", "O", "C", "C", "F", "F", "F", "F", "H", "H", "H", "H", "Br", "Al", "Br", "C", "Cl", "Cl", "Cl", "Cl", "Br", "Cl", "Cl"],
  "coordinates": [[-3.676, 1.894, 2.097], [-2.415, 0.872, 2.500], [-2.719, -0.692, 2.111], [-1.864, -1.251, 1.053], [-0.480, -1.292, 1.550], [0.006, -2.364, 2.694], [-0.938, -3.516, 3.379], [-0.152, -4.981, 3.566], [-0.829, -6.013, 4.194], [1.579, -2.260, 3.190], [2.601, -1.112, 2.539], [4.127, -1.065, 3.140], [4.023, -1.277, 4.780], [2.950, -0.505, 5.765], [4.933, -2.141, 5.392], [2.155, -0.060, 1.358], [2.913, 1.031, 0.628], [1.747, 1.791, -0.484], [0.297, 0.830, -0.149], [0.584, -0.214, 0.915], [-3.285, 2.689, 1.297], [-4.577, 1.293, 1.651], [-3.923, 2.483, 3.087], [-2.218, 0.912, 3.673], [-1.467, 1.337, 1.996], [-3.842, -0.787, 1.727], [-2.675, -1.322, 3.120], [-1.907, -3.757, 2.742], [-1.324, -3.112, 4.419], [0.938, -5.078, 3.132], [-0.169, -6.823, 4.183], [1.962, -3.018, 4.015], [4.511, 0.056, 2.992], [4.806, -1.851, 2.600], [2.614, 0.560, 5.358], [3.334, -0.441, 6.887], [1.948, -1.153, 5.780], [5.547, -2.509, 4.630], [0.973, 1.583, 6.001], [0.012, 3.929, 5.043], [0.273, 2.165, -5.603], [0.909, 3.050, -4.520], [0.287, 2.919, -3.133], [-1.026, 3.235, -3.115], [0.893, 3.764, -2.255], [0.908, 4.342, -4.944], [2.229, 2.694, -4.429], [-0.716, 2.786, -6.430], [-2.029, 2.835, -5.876], [-2.497, 4.265, -5.569], [-1.637, 4.907, -4.737], [-3.705, 4.262, -4.945], [-2.088, 2.014, -4.802], [-2.849, 2.282, -6.811], [1.080, 1.906, -6.300], [-0.068, 1.202, -5.210], [0.405, 1.903, -2.742], [-2.582, 4.856, -6.481], [-2.238, 2.854, -1.881], [0.011, -0.212, -4.216], [3.604, 1.222, -3.614], [-0.216, -2.854, -7.844], [1.563, -2.872, -7.736], [-0.716, -3.326, -9.487], [-0.894, -4.004, -6.663], [-0.816, -1.214, -7.488], [1.637, -2.421, 6.701], [-2.854, -2.712, 0.326], [-2.967, -2.515, 5.253]],
  "nbo_charge": [-0.632, -0.453, -0.146, -0.416, 0.216, 0.082, -0.592, 0.120, -0.600, -0.266, 0.023, -0.522, 0.284, -0.633, -0.603, 0.093, -0.535, 0.861, -0.603, 0.114, 0.227, 0.206, 0.227, 0.237, 0.241, 0.224, 0.290, 0.278, 0.349, 0.162, 0.324, 0.279, 0.260, 0.251, 0.129, 0.276, 0.211, 0.327, 0.807, -0.828, -0.085, 0.591, 0.475, -0.305, -0.307, -0.312, -0.305, -0.496, 0.844, 0.500, -0.314, -0.309, -0.319, -0.316, 0.260, 0.008, 0.159, 0.161, -0.207, 0.786, -0.783, -0.212, 0.072, 0.065, 0.066, 0.045, -0.220, -0.024, -0.791],
  "homo_ev": -3.77,
  "total_energy_ha": -13180.95546,
  "homo_lumo_gap_ha": 0.061,
  "total_charge": -1,
  "relative_energy_kcal_mol": 160.3
}

(3)
{
  "formula": "C4H6N2S3",
  "method": "ωB97M-V with the def2-TZVPD basis set",
  "species": ["C", "C", "C", "C", "N", "N", "S", "S", "S", "H", "H", "H", "H", "H", "H"],
  "coordinates": [[0.416, 0.008, 0.014], [-1.978, -0.309, 0.032], [-0.483, -2.222, -0.223], [1.426, 2.124, 0.089], [-0.780, -0.808, -0.074], [0.207, 1.269, 0.050], [1.843, -0.746, 0.312], [-3.557, -0.500, 0.256], [-1.235, 2.141, 0.078], [-1.317, -2.823, -0.462], [0.226, -2.478, -0.991], [-0.024, -2.533, 0.687], [2.241, 1.409, -0.130], [1.391, 2.951, -0.688], [1.624, 2.516, 1.049]],
  "nbo_charge": [0.251, 0.187, -0.414, -0.429, -0.482, -0.509, -0.213, 0.142, 0.090, 0.221, 0.242, 0.237, 0.244, 0.218, 0.214],
  "homo_ev": -7.99,
  "total_energy_ha": -1459.99239,
  "homo_lumo_gap_ha": 0.245,
  "relative_energy_kcal_mol": 57.4
}

(4)
{
  "formula": "C14H10Cl3N2PdS3Sb",
  "method": "ωB97M-V with the def2-TZVPD basis set",
  "species": ["Pd", "S", "Sb", "S", "S", "N", "C", "C", "C", "C", "C", "C", "C", "C", "C", "C", "C", "C", "H", "H", "H", "H", "H", "H", "H", "H", "H", "H", "Cl", "C", "Cl", "Cl", "C", "N"],
  "coordinates": [[1.306, -0.078, 0.612], [5.715, -3.037, -1.781], [4.765, -3.081, 0.251], [4.030, -0.818, 0.598], [2.638, -1.224, 2.087], [0.184, 0.872, -0.926], [-1.099, 1.013, -0.292], [-1.650, 2.268, -0.081], [-2.888, 2.383, 0.539], [-3.577, 1.246, 0.931], [-3.015, -0.007, 0.709], [-1.774, -0.144, 0.099], [-1.149, -1.482, -0.113], [-1.952, -2.547, -0.537], [-1.422, -3.817, -0.709], [-0.073, -4.031, -0.462], [0.733, -2.972, -0.059], [0.226, -1.694, 0.121], [0.547, 1.764, -1.251], [0.140, 0.224, -1.694], [-1.105, 3.145, -0.416], [-3.314, 3.366, 0.704], [-4.542, 1.329, 1.418], [-3.537, -0.901, 1.034], [-3.001, -2.366, -0.753], [-2.056, -4.632, -1.041], [0.355, -5.022, -0.584], [1.782, -3.159, 0.128], [1.625, 5.500, 1.193], [2.506, 4.264, 0.388], [4.044, 4.686, -0.234], [1.113, 4.158, -1.851], [2.310, 2.942, 0.821], [2.135, 1.854, 1.150]],
  "lowdin_spin": [0.005, 0.001, 0.000, 0.000, 0.002, 0.002, 0.000, 0.000, 0.000, 0.000, 0.000, 0.000, 0.000, 0.000, 0.000, 0.000, 0.000, 0.002, 0.001, 0.000, 0.000, 0.000, 0.000, 0.000, 0.000, 0.000, 0.000, 0.000, 0.070, 0.435, 0.074, 0.224, 0.061, 0.123],
  "multiplicity": 2,
  "homo_ev": [-5.03, -5.09],
  "total_energy_ha": -3592.38056,
  "homo_lumo_gap_ha": [0.220, 0.223],
  "total_charge": -1,
  "relative_energy_kcal_mol": 0.0
}